17
Properties=species:S:1:pos:R:3 method="wB97M-V/def2-TZVPD" e_homo_ha=-0.35318 spin_multiplicity=1 max_force_ev_per_a=0.57 e_above_lowest_kcal_mol=16.9 molar_mass_g_mol=98.1 orbital_gap_ev=10.67
O 0.227 -0.446 -1.375
C 0.591 0.045 -0.046
C 2.042 0.420 0.172
C -0.933 -0.973 -0.687
C -1.715 0.296 -0.314
C -0.501 1.115 0.195
C -0.055 -1.224 0.544
H 2.391 0.063 1.149
H 2.676 -0.036 -0.593
H -0.310 1.996 -0.424
H 0.567 -2.113 0.434
H 2.193 1.505 0.136
H -0.495 -1.163 1.546
H -2.199 0.742 -1.186
H -1.430 -1.762 -1.247
H -0.571 1.420 1.248
H -2.478 0.115 0.449

***

17
Properties=species:S:1:pos:R:3 method="wB97M-V/def2-TZVPD" e_homo_ha=-0.32459 smiles="C[C@H]1C[C@H]1CC=O" spin_multiplicity=1 max_force_ev_per_a=2.90 e_above_lowest_kcal_mol=65.7 molar_mass_g_mol=98.1 orbital_gap_ev=9.87
O -1.297 -2.757 0.268
C 0.381 -0.718 0.120
C -0.265 0.290 1.488
C 0.934 1.902 -0.142
C -0.428 -0.822 -1.160
C 0.926 0.628 0.697
C -1.365 -1.991 -0.671
H -0.063 2.225 -0.474
H 1.383 2.748 0.394
H -1.110 0.042 -1.325
H 1.867 0.429 1.193
H -0.169 -0.110 2.501
H 0.172 -0.890 -2.131
H -1.150 0.969 1.415
H 1.525 1.731 -1.042
H -2.243 -1.907 -1.293
H 0.902 -1.769 0.162

***

17
Properties=species:S:1:pos:R:3 method="wB97M-V/def2-TZVPD" e_homo_ha=-0.34337 smiles="C[C@H]1CC=CCO1" spin_multiplicity=1 max_force_ev_per_a=0.32 e_above_lowest_kcal_mol=14.2 molar_mass_g_mol=98.1 orbital_gap_ev=10.41
O 0.095 1.276 0.556
C 1.386 -1.153 0.176
C -0.758 0.145 0.668
C -0.113 -1.165 0.180
C -2.076 0.373 -0.062
C 1.135 1.203 -0.401
C 1.974 -0.036 -0.238
H 3.029 0.007 -0.479
H -0.409 -1.308 -0.869
H 0.752 1.301 -1.432
H -1.898 0.428 -1.142
H 1.950 -2.055 0.401
H -2.762 -0.465 0.117
H -2.561 1.296 0.267
H -0.533 -2.004 0.737
H -0.953 0.064 1.742
H 1.745 2.091 -0.220

***

17
Properties=species:S:1:pos:R:3 method="wB97M-V/def2-TZVPD" e_homo_ha=-0.36195 smiles="C=CCCCC=O" spin_multiplicity=1 max_force_ev_per_a=1.77 e_above_lowest_kcal_mol=24.7 molar_mass_g_mol=98.1 orbital_gap_ev=10.85
O 0.915 -3.048 0.169
C 0.886 -1.926 -0.272
C -0.400 2.325 0.233
C -0.454 0.135 -0.991
C -0.319 -1.053 -0.046
C 0.395 1.380 -0.624
C -0.813 2.073 1.471
H -0.543 1.232 2.097
H -1.501 2.758 1.954
H -0.342 -0.668 0.963
H 1.795 -1.515 -0.741
H -1.476 0.467 -1.180
H 1.322 1.078 -0.134
H -0.946 3.119 -0.267
H 0.734 1.864 -1.532
H -1.177 -1.687 -0.260
H -0.186 -0.119 -2.029